1.
{
  "formula": "C5H6O2",
  "method": "ωB97M-V/def2-TZVPD",
  "elements": ["O", "C", "C", "C", "C", "C", "O", "H", "H", "H", "H", "H", "H"],
  "xyz": [[1.323, -3.469, 0.544], [1.006, -2.403, 0.081], [1.091, -1.100, 0.843], [0.187, -0.028, 0.464], [-0.214, 0.999, -0.021], [-0.975, 2.079, -0.635], [-2.291, 1.637, -0.899], [0.744, -2.275, -0.988], [1.196, -1.268, 1.920], [1.979, -0.640, 0.393], [-0.951, 2.970, 0.008], [-0.524, 2.351, -1.595], [-2.570, 1.146, -0.114]],
  "forces_ev_per_a": [[-0.3, 0.5, -0.2], [0.1, -0.3, 0.1], [0.2, 0.1, 0.0], [-0.2, 0.5, -0.3], [-0.2, -0.5, 0.2], [0.2, 0.2, 0.0], [-0.3, 0.1, 0.2], [-0.1, -0.2, 0.0], [0.1, 0.1, -0.3], [0.7, -0.4, 0.6], [-0.1, -0.1, -0.1], [-0.1, 0.0, 0.1], [-0.1, 0.1, -0.2]],
  "e_tot_ha": -344.50225,
  "e_above_lowest_ev": 2.712,
  "smiles": "O=CCC#CCO",
  "orbital_gap_ev": 10.55,
  "lumo_ev": 0.625
}

---

2.
{
  "formula": "C22H35N2PPb",
  "method": "ωB97M-V/def2-TZVPD",
  "elements": ["C", "C", "C", "C", "C", "C", "C", "C", "N", "Pb", "C", "P", "H", "H", "H", "H", "H", "H", "H", "H", "C", "C", "H", "C", "C", "H", "H", "H", "H", "H", "H", "H", "H", "H", "H", "H", "H", "H", "H", "C", "N", "C", "C", "C", "C", "C", "C", "C", "C", "H", "H", "H", "H", "H", "H", "H", "H", "H", "H", "H", "H"],
  "xyz": [[-2.143, 0.317, -4.226], [-1.941, -0.940, -3.651], [-1.166, -1.100, -2.485], [-0.554, -0.002, -1.908], [-0.660, 1.223, -2.551], [-1.517, 1.418, -3.648], [-1.044, -2.480, -1.891], [0.358, -3.102, -1.889], [1.469, -2.167, -1.636], [0.356, -0.187, 0.287], [0.070, 2.453, -2.097], [1.775, 2.235, -1.547], [-2.371, -1.839, -4.096], [-1.645, 2.432, -4.029], [-2.763, 0.431, -5.110], [-0.469, 3.026, -1.337], [0.155, 3.153, -2.949], [-1.430, -2.526, -0.860], [-1.646, -3.147, -2.519], [0.362, -3.875, -1.110], [2.078, 3.809, -0.700], [2.680, 2.376, -3.086], [0.543, -3.588, -2.863], [2.035, -1.631, -2.875], [2.533, -2.782, -0.831], [-0.056, 1.604, 0.683], [2.504, -2.423, -3.496], [1.238, -1.179, -3.467], [2.808, -0.878, -2.653], [3.001, -3.641, -1.355], [3.311, -2.034, -0.616], [2.107, -3.160, 0.111], [2.601, 3.432, -3.398], [3.745, 2.125, -3.015], [2.173, 1.763, -3.837], [2.105, 4.576, -1.501], [1.265, 3.993, 0.024], [3.073, 3.817, -0.229], [2.067, 1.226, -0.514], [-2.110, 1.918, 2.723], [-1.290, 1.674, 3.870], [-1.875, 1.952, 5.144], [-0.130, 0.818, 3.759], [-0.429, -0.634, 3.544], [-0.734, -1.394, 4.699], [-1.189, -2.712, 4.556], [-1.282, -3.284, 3.283], [-0.869, -2.535, 2.159], [-0.445, -1.226, 2.289], [-2.853, 2.683, 3.009], [-2.633, 1.009, 2.369], [-1.484, 2.276, 1.894], [-2.541, 1.156, 5.531], [-1.060, 2.119, 5.870], [-2.488, 2.854, 5.033], [0.521, 1.234, 2.960], [0.389, 0.908, 4.738], [-0.588, -0.911, 5.682], [-1.433, -3.306, 5.439], [-1.624, -4.317, 3.154], [-0.861, -3.010, 1.164]],
  "forces_ev_per_a": [[0.1, -0.1, 0.4], [0.4, 0.1, 0.1], [-0.6, -0.5, -0.3], [-0.1, 0.3, 0.9], [-0.5, 0.7, -0.2], [0.4, -0.6, 0.0], [-0.1, -0.2, -0.3], [0.6, 0.0, -0.4], [0.4, -0.1, 0.5], [-0.8, -0.4, -0.2], [-0.4, 0.2, 0.2], [-0.1, 1.7, 0.6], [0.0, 0.3, 0.0], [0.0, -0.3, -0.1], [0.0, 0.0, 0.2], [0.0, -0.2, 0.2], [0.2, -0.3, 0.3], [-0.1, 0.3, -0.3], [-0.1, 0.0, 0.5], [0.2, 0.1, -0.3], [0.4, 0.1, -0.1], [0.7, -0.5, -0.4], [-0.1, -0.1, 0.3], [-0.1, -0.2, -0.1], [0.0, -0.4, -0.1], [0.3, 0.0, 0.0], [-0.1, 0.2, 0.3], [0.1, 0.1, 0.0], [-0.2, -0.2, 0.0], [-0.1, 0.3, 0.2], [-0.2, -0.3, 0.0], [0.2, 0.2, -0.2], [-0.1, -0.4, 0.2], [-0.3, -0.1, 0.0], [0.3, -0.1, 0.0], [-0.3, -0.3, 0.6], [0.6, 0.0, -0.3], [-0.4, 0.0, 0.0], [0.0, 0.6, -1.5], [-0.5, 0.9, -0.4], [-0.9, -1.2, -0.3], [0.4, 0.8, 0.9], [1.8, 0.9, 0.8], [-0.5, -0.6, 0.5], [-0.1, 0.2, -0.6], [0.2, 0.1, 0.1], [0.3, 0.4, -0.3], [-0.1, -1.0, 0.0], [-0.3, 0.3, -0.9], [0.3, -0.5, -0.4], [0.3, 0.1, 0.3], [-0.2, -0.1, 0.2], [0.3, 0.0, -0.4], [-0.5, -0.1, -0.2], [0.2, -0.2, 0.2], [-0.4, -0.2, 0.4], [-0.1, 0.1, -0.7], [-0.3, -0.5, -0.5], [0.1, 0.2, -0.3], [0.1, 0.5, 0.1], [-0.1, 0.1, 0.6]],
  "e_tot_ha": -1502.24838,
  "total_charge": 2,
  "orbital_gap_ev": [6.14, 4.38],
  "lumo_ev": [-7.394, -8.615]
}

---

3.
{
  "formula": "C43H30N8OPb",
  "method": "ωB97M-V/def2-TZVPD",
  "elements": ["Pb", "C", "C", "C", "C", "C", "N", "C", "C", "C", "C", "C", "C", "C", "C", "N", "C", "N", "C", "N", "C", "N", "C", "N", "C", "N", "C", "C", "C", "C", "C", "C", "C", "C", "C", "C", "C", "C", "C", "C", "N", "H", "H", "H", "H", "H", "H", "H", "H", "H", "H", "H", "H", "H", "H", "H", "H", "C", "C", "C", "C", "C", "C", "C", "C", "C", "C", "H", "H", "H", "H", "H", "H", "H", "H", "H", "H", "H", "H", "H", "H", "O", "C"],
  "xyz": [[0.057, -0.024, 0.132], [-5.478, -3.658, -1.864], [-6.142, -2.921, -0.873], [-5.457, -2.045, -0.051], [-4.089, -1.909, -0.255], [-3.069, -1.123, 0.423], [-3.331, -0.337, 1.471], [-2.406, 0.113, 2.290], [-2.730, 0.870, 3.506], [-3.928, 1.342, 4.017], [-3.881, 2.026, 5.223], [-2.673, 2.218, 5.901], [-1.478, 1.732, 5.392], [-1.527, 1.062, 4.180], [-0.488, 0.422, 3.364], [0.762, 0.320, 3.760], [1.694, -0.348, 3.074], [1.641, -0.759, 1.785], [2.755, -1.482, 1.502], [3.038, -2.137, 0.375], [2.143, -2.430, -0.544], [0.813, -2.120, -0.561], [0.216, -2.766, -1.605], [-1.066, -2.842, -1.892], [-2.020, -2.287, -1.143], [-1.871, -1.349, -0.171], [-3.426, -2.643, -1.244], [-4.114, -3.536, -2.058], [1.240, -3.487, -2.365], [1.173, -4.273, -3.505], [2.355, -4.829, -3.968], [3.567, -4.617, -3.301], [3.629, -3.843, -2.153], [2.447, -3.275, -1.702], [3.634, -1.478, 2.662], [4.875, -2.054, 2.903], [5.428, -1.881, 4.160], [4.753, -1.165, 5.158], [3.510, -0.604, 4.924], [2.962, -0.763, 3.658], [-1.059, -0.091, 2.237], [-6.048, -4.337, -2.484], [-7.210, -3.049, -0.750], [-5.957, -1.481, 0.725], [-4.858, 1.180, 3.490], [-4.794, 2.418, 5.653], [-2.675, 2.754, 6.841], [-0.540, 1.869, 5.913], [-3.594, -4.110, -2.813], [0.230, -4.442, -4.009], [2.346, -5.442, -4.860], [4.469, -5.071, -3.692], [4.558, -3.680, -1.623], [5.384, -2.616, 2.131], [6.397, -2.308, 4.383], [5.216, -1.055, 6.130], [2.979, -0.059, 5.693], [-3.647, 1.506, -3.599], [-2.910, 1.525, -2.257], [-3.458, 2.629, -1.361], [-1.409, 1.593, -2.468], [-0.757, 0.502, -3.046], [0.619, 0.480, -3.204], [1.406, 1.560, -2.806], [2.902, 1.509, -2.943], [0.757, 2.657, -2.254], [-0.624, 2.673, -2.082], [-4.722, 1.397, -3.444], [-3.313, 0.683, -4.231], [-3.473, 2.438, -4.141], [-3.109, 0.570, -1.756], [-3.351, 3.611, -1.827], [-2.954, 2.654, -0.393], [-4.520, 2.464, -1.177], [-1.337, -0.368, -3.338], [1.091, -0.401, -3.630], [3.339, 0.856, -2.183], [3.346, 2.497, -2.826], [3.194, 1.116, -3.917], [1.341, 3.514, -1.937], [-1.083, 3.543, -1.629], [3.740, 2.366, 1.450], [3.126, 1.838, 0.670]],
  "forces_ev_per_a": [[0.2, 0.4, 0.0], [0.0, 0.0, 0.0], [0.0, 0.0, 0.0], [0.0, 0.0, 0.0], [0.0, 0.0, 0.0], [0.0, 0.1, -0.1], [0.0, -0.1, 0.0], [0.0, 0.0, 0.0], [0.0, 0.0, 0.0], [0.0, 0.0, 0.0], [0.0, 0.0, 0.0], [0.0, 0.0, 0.0], [0.0, 0.0, 0.0], [0.0, 0.0, 0.0], [0.0, 0.0, 0.0], [0.0, -0.1, 0.0], [0.0, 0.2, 0.0], [-0.2, -0.3, 0.1], [0.1, 0.1, -0.1], [0.0, 0.0, 0.1], [0.0, 0.0, -0.1], [0.0, -0.1, 0.0], [0.0, 0.0, 0.0], [0.0, 0.0, 0.1], [0.0, 0.1, -0.1], [0.0, -0.3, 0.3], [0.0, 0.0, 0.0], [0.0, 0.0, 0.0], [0.0, 0.0, 0.0], [0.0, 0.0, 0.0], [0.0, 0.0, 0.0], [0.0, 0.0, 0.0], [0.0, 0.0, 0.0], [0.0, 0.0, 0.0], [0.0, 0.0, 0.0], [0.0, 0.0, 0.0], [0.0, 0.0, 0.0], [0.0, 0.0, 0.0], [0.0, 0.0, 0.0], [0.0, 0.0, 0.0], [0.0, 0.0, -0.1], [0.0, 0.0, 0.0], [0.0, 0.0, 0.0], [0.0, 0.0, 0.0], [0.0, 0.0, 0.0], [0.0, 0.0, 0.0], [0.0, 0.0, 0.0], [0.0, 0.0, 0.0], [0.0, 0.0, 0.0], [0.0, 0.0, 0.0], [0.0, 0.0, 0.0], [0.0, 0.0, 0.0], [0.0, 0.0, 0.0], [0.0, 0.0, 0.0], [0.0, 0.0, 0.0], [0.0, 0.0, 0.0], [0.0, 0.0, 0.0], [0.0, 0.0, 0.0], [0.0, 0.0, 0.0], [0.0, 0.0, 0.0], [0.0, 0.0, 0.0], [0.0, -0.1, 0.0], [0.0, -0.1, 0.0], [0.0, 0.0, 0.0], [0.0, 0.0, 0.0], [0.0, 0.0, 0.0], [0.0, 0.0, 0.0], [0.0, 0.0, 0.0], [0.0, 0.0, 0.0], [0.0, 0.0, 0.0], [0.0, 0.0, 0.0], [0.0, 0.0, 0.0], [0.0, 0.0, 0.0], [0.0, 0.0, 0.0], [0.0, 0.0, 0.0], [0.0, 0.0, 0.0], [0.0, 0.0, 0.0], [0.0, 0.0, 0.0], [0.0, 0.0, 0.0], [0.0, 0.0, 0.0], [0.0, 0.0, 0.0], [0.0, 0.0, 0.0], [0.0, 0.0, 0.0]],
  "e_tot_ha": -2362.87999,
  "e_above_lowest_ev": 0.144,
  "orbital_gap_ev": [5.06, 5.01],
  "lumo_ev": [-1.426, -1.449]
}

---

4.
{
  "formula": "C19H36IN4O4PS2V",
  "method": "ωB97M-V/def2-TZVPD",
  "elements": ["V", "I", "C", "H", "H", "S", "C", "N", "C", "C", "C", "P", "C", "C", "C", "C", "C", "C", "H", "H", "H", "H", "H", "H", "H", "H", "H", "H", "H", "H", "H", "H", "H", "H", "H", "H", "H", "H", "H", "C", "C", "S", "O", "O", "C", "C", "N", "C", "N", "C", "C", "N", "O", "O", "C", "H", "H", "H", "H", "H", "H", "H", "H", "H", "H", "H", "H", "H"],
  "xyz": [[-0.630, -0.011, 0.664], [1.150, 0.203, -2.340], [-0.783, -0.121, -1.447], [-1.058, -1.117, -1.806], [-1.427, 0.581, -1.986], [0.766, -1.813, 1.438], [2.293, -1.108, 1.642], [3.339, -0.645, 1.795], [-0.179, 4.041, 3.454], [-0.344, 2.635, 2.885], [0.216, 1.603, 3.866], [0.292, 2.333, 1.168], [1.890, 3.240, 1.062], [2.936, 2.663, 2.012], [2.438, 3.257, -0.364], [-0.846, 3.259, 0.031], [-2.286, 2.779, 0.213], [-0.796, 4.786, 0.043], [-0.652, 4.095, 4.436], [-0.624, 4.808, 2.822], [0.875, 4.291, 3.587], [-1.420, 2.432, 2.796], [1.226, 1.863, 4.182], [0.279, 0.597, 3.441], [-0.415, 1.561, 4.756], [1.668, 4.270, 1.368], [3.138, 1.619, 1.793], [2.647, 2.747, 3.060], [3.867, 3.218, 1.888], [2.806, 2.271, -0.639], [3.266, 3.964, -0.422], [1.697, 3.545, -1.111], [-0.512, 2.909, -0.954], [-2.708, 3.132, 1.156], [-2.398, 1.685, 0.184], [-2.915, 3.158, -0.595], [-1.241, 5.193, 0.951], [-1.359, 5.184, -0.802], [0.221, 5.167, -0.034], [-5.119, 4.655, 5.565], [-5.275, 3.899, 4.256], [-4.850, 2.180, 4.463], [-5.550, 1.650, 5.604], [-3.410, 2.058, 4.401], [-5.493, 1.370, 3.007], [-5.252, -0.141, 3.118], [-4.424, -0.609, 2.011], [-3.106, -0.906, 2.129], [-2.537, -1.045, 0.939], [-3.517, -0.863, -0.001], [-4.681, -0.589, 0.649], [-5.963, -0.317, 0.068], [-6.027, -0.337, -1.137], [-6.885, -0.051, 0.819], [-2.402, -1.070, 3.426], [-5.402, 5.694, 5.406], [-4.087, 4.629, 5.910], [-5.756, 4.228, 6.336], [-4.603, 4.283, 3.489], [-6.298, 3.945, 3.883], [-4.933, 1.777, 2.162], [-6.545, 1.603, 2.879], [-6.192, -0.683, 3.137], [-4.699, -0.391, 4.023], [-3.327, -0.926, -1.057], [-2.893, -1.841, 4.023], [-2.393, -0.139, 3.994], [-1.376, -1.385, 3.232]],
  "forces_ev_per_a": [[0.5, -0.3, -0.3], [0.0, 0.0, 0.1], [-0.2, 0.1, -0.1], [0.0, 0.0, 0.0], [0.0, 0.1, 0.0], [0.3, 0.0, 0.1], [-0.5, -0.2, -0.1], [0.2, 0.0, 0.0], [0.1, 0.1, 0.0], [-0.1, 0.0, 0.0], [0.1, -0.1, 0.1], [0.0, 0.0, 0.1], [0.0, 0.2, 0.0], [0.0, 0.2, 0.1], [-0.1, 0.0, 0.0], [0.0, 0.0, -0.1], [-0.1, -0.1, 0.0], [0.0, 0.0, 0.0], [0.0, 0.0, 0.0], [0.0, 0.0, 0.0], [0.0, 0.0, 0.0], [0.1, 0.0, 0.0], [-0.1, 0.0, 0.0], [0.0, 0.0, 0.0], [0.0, 0.0, 0.0], [0.0, -0.1, 0.0], [0.0, -0.1, 0.0], [0.0, 0.0, -0.1], [0.0, 0.0, 0.0], [0.0, 0.0, 0.0], [0.1, 0.0, 0.0], [0.0, 0.0, 0.0], [0.0, 0.0, 0.0], [0.0, 0.0, 0.0], [0.1, 0.1, 0.0], [0.0, 0.0, 0.0], [0.0, 0.0, 0.0], [0.0, 0.0, 0.0], [0.0, 0.0, 0.0], [0.0, 0.0, 0.1], [0.0, 0.0, -0.2], [0.0, 0.0, 0.0], [0.0, 0.0, 0.0], [0.0, 0.0, 0.0], [0.1, 0.1, -0.1], [0.0, -0.1, 0.0], [0.3, -0.2, -0.1], [-0.4, 0.1, 0.2], [-0.1, 0.1, -0.3], [-0.1, 0.0, 0.3], [0.0, 0.0, -0.1], [0.3, 0.1, 0.1], [0.0, -0.1, -0.3], [-0.1, 0.0, 0.2], [0.1, 0.0, 0.0], [0.0, 0.0, 0.0], [0.0, 0.0, 0.0], [0.0, 0.0, 0.0], [0.0, 0.0, -0.1], [-0.1, -0.1, 0.0], [-0.1, 0.1, 0.0], [-0.1, 0.0, 0.1], [0.0, 0.0, -0.1], [-0.1, 0.1, 0.0], [0.0, 0.0, 0.0], [0.0, 0.0, 0.0], [0.0, 0.0, 0.0], [0.0, 0.0, 0.0]],
  "e_tot_ha": -3644.88345,
  "multiplicity": 4,
  "orbital_gap_ev": [6.14, 6.69],
  "s2": 3.766,
  "lumo_ev": [-1.253, -1.261]
}

---

5.
{
  "formula": "C6H6",
  "method": "ωB97M-V/def2-TZVPD",
  "elements": ["C", "C", "C", "C", "C", "C", "H", "H", "H", "H", "H", "H"],
  "xyz": [[-1.798, 0.762, 0.132], [-0.957, -0.521, 0.155], [0.476, -0.401, 0.068], [1.756, -0.236, -0.007], [2.928, -0.359, -0.713], [4.095, -0.381, -1.178], [-2.852, 0.511, -0.028], [-1.720, 1.296, 1.083], [-1.472, 1.427, -0.671], [-1.124, -1.085, -0.787], [-1.276, -1.218, 0.941], [1.947, 0.205, 1.005]],
  "forces_ev_per_a": [[0.0, 0.1, 0.0], [0.1, 0.0, 0.1], [0.5, 0.1, -0.1], [-0.5, -0.1, -0.1], [0.6, -0.1, -0.4], [-0.7, 0.0, 0.2], [0.2, 0.0, 0.0], [0.0, -0.1, -0.1], [0.0, -0.1, 0.1], [0.1, 0.0, 0.1], [0.2, 0.1, -0.1], [-0.5, 0.0, 0.3]],
  "e_tot_ha": -231.94460,
  "e_above_lowest_ev": 7.666,
  "orbital_gap_ev": [7.03, 7.03],
  "lumo_ev": [-1.577, -1.576]
}

---

6.
{
  "formula": "C19H27N5O4S",
  "method": "ωB97M-V/def2-TZVPD",
  "elements": ["C", "C", "C", "C", "N", "N", "C", "C", "C", "C", "O", "N", "C", "C", "C", "C", "N", "C", "O", "C", "C", "C", "C", "C", "S", "O", "O", "N", "C", "H", "H", "H", "H", "H", "H", "H", "H", "H", "H", "H", "H", "H", "H", "H", "H", "H", "H", "H", "H", "H", "H", "H", "H", "H", "H", "H"],
  "xyz": [[-4.351, 1.670, -3.973], [-5.079, 0.326, -4.021], [-5.666, -0.063, -2.705], [-7.006, -0.091, -2.302], [-7.179, -0.461, -1.030], [-5.932, -0.678, -0.592], [-5.582, -1.078, 0.656], [-4.268, -1.249, 0.923], [-3.327, -0.991, -0.116], [-1.865, -1.274, 0.147], [-1.555, -2.425, 0.427], [-0.983, -0.258, 0.056], [-1.335, 1.109, -0.295], [0.456, -0.553, 0.109], [0.909, -1.319, -1.125], [0.861, -1.252, 1.413], [2.282, -1.074, 1.657], [2.782, 0.123, 2.024], [2.085, 1.102, 2.219], [4.313, 0.197, 2.136], [4.845, -0.826, 3.139], [4.780, 1.612, 2.472], [6.165, 1.814, 1.850], [6.016, 1.387, 0.399], [5.065, -0.116, 0.485], [5.950, -1.245, 0.597], [4.049, -0.120, -0.532], [-3.654, -0.601, -1.311], [-4.976, -0.448, -1.572], [-3.933, 1.928, -4.947], [-5.031, 2.468, -3.670], [-3.533, 1.632, -3.252], [-5.877, 0.361, -4.766], [-4.380, -0.448, -4.348], [-7.871, 0.145, -2.904], [-6.391, -1.232, 1.354], [-3.938, -1.590, 1.892], [-2.394, 1.285, -0.149], [-0.778, 1.787, 0.353], [-1.091, 1.328, -1.337], [0.941, 0.422, 0.134], [1.980, -1.519, -1.071], [0.369, -2.262, -1.206], [0.731, -0.734, -2.029], [0.304, -0.819, 2.246], [0.644, -2.315, 1.377], [2.910, -1.820, 1.411], [4.375, -0.635, 4.105], [4.631, -1.851, 2.844], [5.924, -0.739, 3.245], [4.068, 2.329, 2.062], [4.793, 1.753, 3.553], [6.485, 2.852, 1.923], [6.917, 1.201, 2.351], [5.408, 2.091, -0.171], [6.937, 1.163, -0.135]],
  "forces_ev_per_a": [[0.0, 0.0, 0.0], [0.0, 0.0, -0.1], [0.0, 0.0, -0.1], [0.0, 0.0, 0.1], [0.0, 0.0, -0.1], [0.0, 0.0, -0.1], [-0.1, 0.0, 0.0], [0.1, -0.1, 0.0], [0.1, 0.0, 0.1], [0.0, 0.0, 0.0], [0.0, 0.1, 0.1], [0.0, -0.1, 0.0], [0.0, 0.0, 0.1], [0.0, -0.1, -0.1], [0.0, -0.1, 0.0], [0.0, 0.1, 0.0], [0.0, 0.0, 0.3], [0.1, 0.0, -0.5], [-0.1, 0.0, 0.2], [-0.1, -0.1, 0.1], [0.0, 0.0, 0.1], [0.1, 0.1, 0.1], [0.0, 0.1, 0.0], [0.0, 0.1, -0.1], [-0.1, 0.0, 0.1], [0.2, -0.2, 0.0], [-0.1, 0.0, -0.2], [-0.1, 0.1, -0.2], [0.0, 0.0, 0.2], [0.0, 0.0, 0.0], [0.0, 0.0, 0.0], [0.0, 0.0, 0.0], [0.0, 0.0, 0.0], [0.0, 0.0, 0.0], [0.0, 0.0, 0.0], [0.0, 0.0, 0.0], [0.0, 0.0, 0.0], [0.0, 0.0, 0.0], [0.0, 0.0, 0.0], [0.0, 0.0, 0.0], [0.0, 0.0, -0.1], [0.0, 0.0, 0.0], [0.0, 0.0, 0.0], [0.0, 0.0, 0.0], [0.0, 0.0, 0.0], [0.0, 0.0, 0.0], [0.0, 0.0, 0.0], [0.0, 0.0, 0.0], [0.0, 0.0, 0.0], [0.0, 0.0, 0.0], [0.0, 0.0, 0.0], [0.0, 0.0, 0.0], [0.0, 0.0, 0.0], [0.0, 0.0, 0.0], [0.1, 0.0, 0.0], [0.0, 0.0, 0.0]],
  "e_tot_ha": -1713.16031,
  "e_above_lowest_ev": 2.381,
  "smiles": "CCc1cnn2ccc(C(=O)N(C)[C@H](C)CNC(=O)[C@]3(C)CCCS3(=O)=O)nc12",
  "orbital_gap_ev": 8.72,
  "lumo_ev": 0.332
}